Entry from the OMol25 dataset: C15H31IP2Pb as an isolated structure at a distorted geometry (the ωB97M-V functional and the def2-TZVPD basis).

```
50
C15H31IP2Pb the ωB97M-V functional and the def2-TZVPD basis
P -0.16 2.17 -0.67
P 0.27 -0.50 -2.47
C 0.31 2.33 -2.48
C -0.12 1.12 -3.32
H 1.41 2.47 -2.53
H -0.19 3.24 -2.85
H -1.20 1.12 -3.52
H 0.39 1.13 -4.30
C 1.95 -0.83 -3.10
H 2.23 -1.84 -2.80
H 2.66 -0.12 -2.65
H 1.95 -0.75 -4.19
C -0.74 -1.74 -3.34
H -0.57 -1.67 -4.43
H -1.80 -1.59 -3.11
H -0.43 -2.73 -2.98
C 0.85 3.45 0.13
H 0.49 3.59 1.16
H 0.70 4.37 -0.45
H 1.91 3.16 0.13
C -1.81 2.90 -0.67
H -2.53 2.24 -1.16
H -1.74 3.85 -1.22
H -2.10 3.10 0.36
Pb -0.19 -0.42 0.49
C -0.13 2.42 -6.88
C 1.19 2.28 -6.61
C 2.25 3.33 -6.70
C 1.79 4.79 -6.50
C 1.01 5.04 -5.24
C -0.31 4.92 -5.06
C -1.34 4.55 -6.09
C -0.83 3.68 -7.28
C -0.27 0.58 2.53
H -0.78 1.54 -6.89
H 1.58 1.28 -6.40
H 2.75 3.28 -7.68
H 3.02 3.09 -5.96
H 2.70 5.40 -6.44
H 1.25 5.14 -7.39
H 1.63 5.44 -4.43
H -0.76 5.21 -4.10
H -1.79 5.45 -6.53
H -2.15 4.02 -5.58
H -1.73 3.38 -7.84
H -0.23 4.29 -7.95
H -0.98 -0.01 3.11
H -0.66 1.61 2.45
H 0.73 0.55 2.97
I 2.75 -0.17 0.56
```

Results
total charge: +2
total energy: -47965.626 eV
energy above the lowest of the compared OMol25 structures with the same formula, charge and spin: 0.000 eV
multiplicity: 1

Mulliken atomic charge list, values in e, 8 entries: P 0.472; P 0.629; C -0.186; C -0.173; H 0.437; H -0.195; H 0.443; H -0.325



Entry from the OMol25 dataset: C15H31MgNO2P2 as an isolated structure at a distorted geometry (the ωB97M-V functional and the def2-TZVPD basis).

```
52
C15H31MgNO2P2 the ωB97M-V functional and the def2-TZVPD basis
P -0.06 -1.23 -1.86
P -0.02 1.91 -0.57
C 0.06 0.27 -2.93
C 0.72 1.43 -2.18
H -0.95 0.54 -3.28
H 0.66 0.00 -3.81
H 1.78 1.22 -1.98
H 0.68 2.35 -2.78
C -1.40 3.01 -0.92
H -1.62 3.60 -0.02
H -2.29 2.44 -1.21
H -1.12 3.69 -1.74
C 1.27 2.92 0.18
H 1.60 3.67 -0.55
H 2.21 2.34 0.39
H 0.86 3.49 1.04
C -1.05 -2.48 -2.73
H -1.15 -3.36 -2.08
H -0.55 -2.78 -3.66
H -2.05 -2.10 -2.96
C 1.66 -1.88 -2.17
H 2.43 -1.10 -2.05
H 1.70 -2.23 -3.22
H 1.91 -2.73 -1.53
Mg 1.65 1.93 2.22
C -0.80 0.35 0.18
C -1.50 -0.62 -0.78
C -2.51 -1.54 -0.04
C -2.06 -2.02 1.35
C -0.91 -2.97 1.28
C 0.32 -2.74 0.80
C 1.10 -1.47 0.88
C 0.35 -0.16 1.09
C 1.63 0.59 3.85
H -1.56 0.80 0.83
H -2.13 -0.07 -1.51
H -2.79 -2.39 -0.67
H -3.41 -0.93 0.10
H -1.86 -1.16 2.00
H -2.91 -2.56 1.80
H -1.15 -3.98 1.63
H 0.93 -3.59 0.49
H 1.77 -1.37 0.02
H 1.80 -1.55 1.73
H 0.03 -0.11 2.14
H 1.23 0.54 1.00
H 2.49 0.97 4.44
H 1.73 -0.49 3.69
H 0.70 0.81 4.39
O -0.05 3.03 2.96
N 0.69 3.92 3.49
O 1.93 3.77 3.23
```

Results
total charge: 0
total energy: -45656.289 eV
energy above the lowest of the compared OMol25 structures with the same formula, charge and spin: 1.488 eV
multiplicity: 1

natural (NBO) atomic charge list, values in e, 8 entries: P 1.257; P 1.499; C -0.741; C -0.771; H 0.225; H 0.244; H 0.256; H 0.230



Entry from the OMol25 dataset: C15H32BF2N2O4ReSi4 as an isolated structure (the ωB97M-V functional and the def2-TZVPD basis).

```
61
C15H32BF2N2O4ReSi4 the ωB97M-V functional and the def2-TZVPD basis
Re 0.20 1.60 0.11
C 4.14 1.09 -0.26
C 3.47 2.41 -0.13
N 2.17 2.63 0.00
C 2.01 3.99 0.09
C 3.22 4.61 0.01
N 4.12 3.59 -0.13
C 3.71 6.01 0.03
O 2.80 6.96 0.15
O 4.89 6.21 -0.06
C 0.65 4.52 0.23
O 0.38 5.70 0.30
O -0.28 3.56 0.28
H 3.38 0.31 -0.23
H 4.84 0.92 0.55
H 4.68 1.01 -1.21
H 5.12 3.75 -0.21
H 1.88 6.61 0.21
F -2.90 2.02 -0.15
B -1.83 1.28 -0.03
F -2.56 -0.21 0.14
C -3.93 -2.63 0.27
Si -4.21 -0.82 0.03
C -5.06 0.03 1.43
C -4.75 -0.33 -1.67
Si 0.44 -0.72 0.04
Si 0.48 -1.81 -2.09
C 0.43 -3.67 -1.90
C -1.00 -1.19 -3.07
C 2.09 -1.25 -2.87
Si 0.61 -1.89 2.11
C 0.39 -3.74 1.87
C -0.72 -1.21 3.25
C 2.32 -1.49 2.75
H -4.87 -3.19 0.26
H -3.45 -2.82 1.23
H -3.31 -3.03 -0.53
H -5.19 1.09 1.23
H -4.48 -0.09 2.35
H -6.05 -0.40 1.61
H -4.88 0.75 -1.74
H -5.69 -0.81 -1.94
H -4.00 -0.65 -2.40
H -0.55 -4.02 -1.58
H 1.17 -4.03 -1.19
H 0.65 -4.13 -2.87
H -1.86 -1.85 -2.94
H -0.75 -1.19 -4.14
H -1.29 -0.18 -2.80
H 2.96 -1.57 -2.29
H 2.13 -0.17 -2.98
H 2.17 -1.70 -3.86
H -0.66 -4.01 1.72
H 0.73 -4.25 2.77
H 0.96 -4.13 1.04
H -1.61 -1.84 3.24
H -1.02 -0.19 2.99
H -0.35 -1.19 4.28
H 3.11 -1.85 2.08
H 2.46 -1.98 3.72
H 2.46 -0.42 2.90
```

Results
expectation value of S²: 0.8129
total charge: +1
total energy: -66994.994 eV
energy above the lowest of the compared OMol25 structures with the same formula, charge and spin: 0.486 eV
multiplicity: 2

natural (NBO) atomic charge list, values in e, 8 entries: Re 0.606; C -0.666; C 0.438; N -0.572; C -0.027; C 0.046; N -0.465; C 0.763



Entry from the OMol25 dataset: a 4-piece molecular cluster, C15H32BNO7S3 overall at a distorted geometry (the ωB97M-V functional and the def2-TZVPD basis).

```
59
C15H32BNO7S3 the ωB97M-V functional and the def2-TZVPD basis
C -1.94 4.23 -1.66
C -2.12 3.21 -2.24
C -2.35 1.95 -2.95
C -1.27 0.88 -2.77
N -1.58 -0.22 -3.76
C 0.16 1.25 -3.12
O 0.56 2.14 -3.80
O 0.95 0.31 -2.55
C 0.42 0.07 -1.22
C 1.05 1.11 -0.28
C 1.87 0.45 0.85
C -1.14 0.17 -1.40
B -1.99 0.61 -0.14
O -1.89 1.80 0.50
O -2.94 -0.28 0.34
H -1.83 5.18 -1.19
H -3.32 1.54 -2.70
H -2.37 2.19 -4.02
H -1.18 0.03 -4.66
H -2.58 -0.24 -3.91
H 0.63 -0.95 -0.91
H 0.30 1.76 0.15
H 1.72 1.71 -0.89
H 1.66 -0.61 0.92
H 2.94 0.55 0.68
H 1.66 0.88 1.82
H -1.46 -0.85 -1.63
H -2.24 1.71 1.39
H -2.64 -1.19 0.18
C -5.92 0.06 -0.81
S -5.95 -0.64 -2.46
O -5.14 0.27 -3.32
C -7.68 -0.28 -2.80
H -4.88 -0.02 -0.48
H -6.22 1.11 -0.85
H -6.57 -0.50 -0.15
H -7.85 0.79 -2.71
H -8.31 -0.83 -2.11
H -7.89 -0.60 -3.82
C 0.57 -3.73 4.68
S 1.51 -2.32 4.07
O 0.97 -1.99 2.73
C 3.05 -3.20 3.80
H -0.45 -3.40 4.86
H 0.57 -4.52 3.92
H 1.02 -4.09 5.61
H 2.88 -4.02 3.10
H 3.42 -3.57 4.75
H 3.76 -2.49 3.37
C 6.67 1.58 1.08
S 6.48 -0.21 1.14
O 5.16 -0.47 1.76
C 7.72 -0.48 2.42
H 5.95 1.96 0.36
H 6.48 2.00 2.07
H 7.68 1.83 0.75
H 7.45 0.09 3.31
H 8.70 -0.17 2.05
H 7.73 -1.54 2.65
```

Results
total charge: 0
total energy: -65077.068 eV
multiplicity: 1

natural (NBO) atomic charge list, values in e, 8 entries: C -0.234; C -0.006; C -0.510; C 0.048; N -0.832; C 0.789; O -0.547; O -0.505